Entry 1:
24
Properties=species:S:1:pos:R:3:forces:R:3:lowdin_charge:R:1 method="wB97M-V/def2-TZVPD" multiplicity=1 total_charge=+1 homo_ha=-0.4726 gap_ev=9.7 de_lowest_ev=0.841 lumo_energy_ev=-3.20
C -0.5342 0.2869 -1.2382 -1.0 0.3 0.4 -0.1819
C -1.5245 0.1280 -2.3777 0.3 0.1 -0.5 -0.2450
C -2.0092 1.4956 -2.8601 0.2 0.0 0.3 -0.0874
N -0.2238 -1.0199 -0.5779 0.8 -0.3 0.0 0.1822
H 0.3945 0.7420 -1.5654 0.2 -0.1 0.0 0.1344
H -0.9541 0.9098 -0.4464 0.1 0.0 0.0 0.1344
H -2.3964 -0.4676 -2.0979 0.1 -0.1 0.2 0.1179
H -1.0196 -0.3851 -3.2029 -0.1 -0.1 0.0 0.1181
H -2.6819 1.9171 -2.1124 -0.1 0.1 -0.2 0.0840
H -1.1805 2.1961 -2.9784 0.0 -0.1 -0.1 0.0831
H -2.5196 1.4137 -3.8150 -0.1 0.0 0.0 0.0836
H -1.0426 -1.4769 -0.1769 -0.1 0.2 0.0 0.1713
H 0.1703 -1.6659 -1.2644 0.0 0.0 0.0 0.1718
H 0.4951 -0.8851 0.1736 -0.2 0.1 -0.2 0.1114
C 1.9984 0.3868 1.2279 -0.3 0.1 -0.1 0.0330
C 1.2988 -0.1016 2.2588 0.5 -0.1 -0.6 -0.4674
O -0.0315 0.2136 2.2967 0.0 0.1 0.1 0.0274
C 1.8255 -1.0377 3.2951 -0.7 -0.4 -0.1 -0.0156
H 2.9840 0.0500 0.9532 0.2 0.1 0.4 0.0761
H 1.5760 1.2133 0.6704 -0.1 -0.1 -0.2 0.0707
H -0.4158 -0.0349 3.1393 -0.1 0.0 0.3 0.1125
H 2.9043 -1.1323 3.2644 0.0 0.1 0.0 0.0930
H 1.5115 -0.7202 4.2911 0.1 0.1 0.0 0.0974
H 1.3755 -2.0257 3.1431 0.1 0.0 0.1 0.0950

---

Entry 2:
24
Properties=species:S:1:pos:R:3:forces:R:3:lowdin_charge:R:1 method="wB97M-V/def2-TZVPD" smiles=CC[C@@H](C)[C@H]([NH3+])CO multiplicity=1 total_charge=+1 homo_ha=-0.5419 gap_ev=11.5 de_lowest_ev=1.277 lumo_energy_ev=-3.23
C -0.8667 1.6839 -1.3001 -0.5 0.7 0.2 -0.1809
O -1.6254 2.8031 -0.8474 0.0 0.6 0.0 -0.0609
C -0.5218 0.8820 -0.0565 -0.1 -1.6 0.6 -0.2092
C 0.4356 -0.3316 -0.1320 0.7 -0.1 -1.4 -0.3203
C -0.1194 -1.5394 -0.9232 -0.5 0.2 1.5 -0.0289
C 1.1739 -0.6663 1.2090 -2.6 0.4 -0.4 -0.2287
C 2.5411 -1.2552 1.0464 0.3 -0.8 0.7 -0.0867
N -1.9106 0.4174 0.4739 0.0 0.1 -0.1 0.2355
H -0.0482 1.9859 -1.9501 0.3 -0.2 0.3 0.1438
H -1.5785 1.1067 -1.8995 0.3 -0.2 -0.2 0.1356
H -1.2007 3.6700 -0.9951 -0.1 -0.8 0.0 0.1221
H -0.1391 1.4001 0.8179 -0.1 1.1 -0.5 0.1394
H 1.2336 0.0487 -0.7857 0.0 0.2 0.1 0.1445
H 0.3775 -2.4344 -0.5494 0.4 0.0 -0.7 0.0864
H -1.1535 -1.7773 -0.6297 0.0 0.1 -0.3 0.0653
H -0.0932 -1.3707 -1.9924 0.2 -0.4 -0.1 0.0911
H 0.9893 0.2370 1.7984 1.2 0.0 0.3 0.1021
H 0.5627 -1.4078 1.7494 0.1 0.0 -0.1 0.1202
H 2.9111 -1.5593 2.0306 0.0 0.1 -0.1 0.0883
H 3.3307 -0.6750 0.5845 -0.2 0.4 -0.3 0.0842
H 2.4103 -2.1985 0.5081 0.3 0.1 -0.2 0.0814
H -2.6800 1.0346 0.2029 0.3 0.4 -0.1 0.1620
H -1.8442 0.4682 1.4809 -0.3 -0.4 0.4 0.1666
H -2.1847 -0.5219 0.1592 0.4 0.1 0.2 0.1473

---

Entry 3:
24
Properties=species:S:1:pos:R:3:forces:R:3:lowdin_charge:R:1 method="wB97M-V/def2-TZVPD" multiplicity=1 total_charge=+1 homo_ha=-0.4783 gap_ev=9.7 de_lowest_ev=1.941 lumo_energy_ev=-3.29
C -0.2087 1.0120 -0.5432 0.2 1.5 0.5 -0.1496
C 0.6421 -0.2072 -0.6459 1.6 -1.6 -0.6 -0.1749
C 0.9464 -0.9660 0.6461 0.4 -0.6 -1.4 -0.3430
C 0.7002 -2.2803 0.7905 0.0 1.0 1.3 0.0786
C 1.7668 -0.2783 1.6994 0.4 -0.2 1.6 -0.2251
C 2.9363 0.6301 1.2785 -2.1 3.2 0.3 -0.0894
N -1.5985 0.5896 -0.0996 0.1 0.6 -0.4 0.1941
H -0.2017 1.5761 -1.4787 -0.7 -0.5 -0.2 0.1342
H 0.0223 1.8623 0.1767 0.6 -1.6 -0.4 0.1527
H 1.5751 -0.0238 -1.2086 -0.1 0.7 0.7 0.1325
H 0.2628 -0.9513 -1.3757 -0.8 0.5 0.4 0.1346
H 0.9433 -2.5885 1.8161 0.1 -0.7 -0.7 0.0804
H 0.2696 -3.0063 0.1119 -0.2 0.4 -0.1 0.0745
H 1.0502 0.1864 2.4269 0.8 0.2 -0.5 0.1282
H 2.2899 -1.0561 2.2968 -0.8 0.2 -0.3 0.1147
H 3.6540 0.8030 2.0533 1.0 -1.2 0.3 0.0679
H 3.2947 0.5495 0.2749 0.7 -0.8 -0.3 0.0627
H 2.6573 1.7309 1.2911 -0.6 -0.9 -0.4 0.0845
H -1.8810 1.4219 0.4340 -0.7 -1.0 0.3 0.1690
H -1.5265 -0.3065 0.4546 -0.3 1.1 -0.4 0.1832
H -2.2562 0.5102 -0.8966 0.0 -0.4 0.2 0.1292
H -4.2267 0.1347 -3.0507 0.0 0.0 0.0 0.0588
H -3.7443 1.5755 -2.8232 -0.2 0.0 -0.1 0.0512
O -3.9508 0.7536 -2.3651 0.5 0.0 0.3 -0.0490

---

Entry 4:
24
Properties=species:S:1:pos:R:3:forces:R:3:lowdin_charge:R:1 method="wB97M-V/def2-TZVPD" multiplicity=2 total_charge=+2 homo_ha="-0.7107 / -0.7117" gap_ev="11.3 / 7.3" de_lowest_ev=2.623 lumo_energy_ev="-8.04 / -12.05"
C -0.2825 2.7338 -0.2924 -0.7 3.8 -0.5 -0.0613
C -0.1709 1.2669 -0.0641 -1.1 -0.1 2.4 -0.3491
C 0.6828 0.4907 -1.0079 1.6 -2.3 -0.1 -0.1011
C -0.2597 -0.6269 -1.5136 1.6 5.3 -5.3 0.0447
C -0.3309 -1.8302 -0.9834 -0.1 -3.5 0.8 -0.0436
C -0.8211 -2.9605 -1.7024 -0.7 -1.7 -1.5 0.0078
N 0.4032 1.0765 1.3780 0.8 1.0 0.6 0.1758
H -1.1348 2.9159 -0.9248 -0.5 -0.1 -0.5 0.0923
H -0.5632 3.4087 0.5627 0.1 -1.4 0.0 0.1178
H 0.4536 3.4676 -0.7676 0.2 -2.1 0.3 0.1374
H -1.2447 0.7882 -0.1156 1.8 1.1 0.9 0.1931
H 1.5654 -0.0915 -0.5176 -1.3 1.3 -0.5 0.1726
H 1.1495 1.2038 -1.7158 -0.6 -1.0 -0.3 0.1508
H -0.6661 -0.4291 -2.5912 0.2 -0.4 2.2 0.2033
H 0.0545 -1.9631 -0.0199 0.4 -0.4 1.6 0.1303
H -0.1350 -3.4524 -2.5217 -0.5 0.9 1.3 0.2013
H -1.5660 -2.5373 -2.4227 0.0 -0.6 0.4 0.1343
H -1.1594 -3.8606 -1.0993 0.4 1.2 -0.5 0.1477
H 0.6578 0.0722 1.6148 -0.1 1.3 0.2 0.1229
H -0.2712 1.3804 2.1315 0.6 -0.4 -1.0 0.1837
H 1.2739 1.7562 1.5164 -2.0 -1.9 -0.5 0.2375
H 0.3255 -1.4846 3.8463 -1.2 -1.7 0.8 0.0651
H 1.3496 -0.5415 3.8528 6.1 2.4 4.3 -0.0205
O 0.6895 -0.7836 3.3572 -4.9 -0.8 -5.1 0.0571

---

Entry 5:
25
Properties=species:S:1:pos:R:3:forces:R:3:lowdin_charge:R:1 method="wB97M-V/def2-TZVPD" multiplicity=3 total_charge=0 homo_ha="-0.1746 / -0.3241" gap_ev="5.7 / 7.0" de_lowest_ev=0.000 lumo_energy_ev="0.95 / -1.79"
C -3.6986 0.9806 -0.5438 0.1 -0.1 0.0 -0.1878
C 2.8720 0.3087 1.2287 -0.3 0.2 -1.0 -0.0756
C 2.5107 -1.1699 -0.7969 0.1 0.9 0.3 -0.0692
C 2.2515 1.2876 -0.9581 -2.0 7.8 -5.4 0.0031
C -2.7109 0.6528 0.5641 0.5 -0.2 -0.3 -0.4199
C 2.5345 0.2184 -0.2329 2.2 -8.7 6.0 -0.4514
N -1.9263 -1.6213 -0.5471 0.3 -0.1 0.0 -0.1863
O -0.5268 -0.6212 1.3626 -0.1 -0.1 0.0 -0.3222
P -1.1687 -0.1700 -0.1096 -0.8 0.2 0.5 0.7910
H -3.2588 1.6854 -1.2464 0.0 0.1 -0.1 0.0599
H -3.9577 0.0764 -1.0924 -0.1 0.0 0.0 0.0516
H -4.6079 1.4164 -0.1354 -0.1 0.1 0.0 0.0631
H 3.9426 0.1593 1.3740 0.3 0.0 0.3 0.0820
H 2.6118 1.2823 1.6353 0.0 0.2 0.2 0.0717
H 2.3582 -0.4682 1.7923 0.0 -0.2 0.2 0.0678
H 2.7840 -1.1728 -1.8498 0.0 -0.1 -0.2 0.0730
H 1.4977 -1.5730 -0.7093 -0.2 -0.3 -0.1 0.0537
H 3.1840 -1.8293 -0.2487 0.0 -0.1 0.0 0.0773
H 0.2483 -0.1079 1.5917 0.3 0.1 0.0 0.0021
H 2.2424 2.2772 -0.5352 0.0 0.2 0.0 0.0536
H 2.0206 1.2159 -2.0067 -0.1 0.1 -0.2 0.0544
H -3.1583 -0.0247 1.2990 0.1 0.0 0.0 0.0727
H -2.4057 1.5639 1.0846 0.1 -0.1 0.1 0.0675
H -1.3905 -2.2082 -1.1721 0.0 0.0 0.1 0.0227
H -2.2480 -2.1584 0.2521 -0.1 0.0 -0.1 0.0453

---

Entry 6:
24
Properties=species:S:1:pos:R:3:forces:R:3:lowdin_charge:R:1 method="wB97M-V/def2-TZVPD" smiles="[H]/P=N/C(C)(C)C.[H][H].C=C" multiplicity=1 total_charge=0 homo_ha=-0.3100 gap_ev=8.3 de_lowest_ev=3.198 lumo_energy_ev=-0.16
C -2.6887 1.1835 1.5833 -0.7 -0.6 1.3 -0.1209
C 2.6259 -0.4917 -0.0603 -0.3 1.7 0.9 -0.0702
C 0.7034 0.2192 1.4056 4.1 -0.7 0.1 -0.0682
C 0.6730 -1.9499 0.1426 -3.0 0.0 0.0 -0.0872
C -2.0663 2.0180 0.7821 2.2 2.0 1.0 -0.2265
C 1.0945 -0.5080 0.0799 1.4 -0.4 1.2 -0.7856
N 0.5717 0.1062 -1.0828 -1.6 1.3 -0.5 -0.2956
P -0.9867 0.4108 -1.1693 1.7 -0.3 -2.4 0.8914
H -2.5493 1.1234 2.7057 0.1 0.2 -1.6 0.0824
H -0.9178 -0.5577 -5.1778 -0.4 -0.2 0.8 0.0142
H -3.4011 0.4775 1.1680 -0.2 0.1 0.1 0.0493
H 2.9191 -0.8878 -1.0216 0.1 0.4 -0.4 0.0690
H 2.8240 0.6272 0.1186 0.7 -1.7 -0.7 0.1081
H 3.1218 -1.1234 0.6849 -0.1 0.4 0.2 0.0751
H 0.7250 1.2766 1.5151 -0.1 1.0 -1.0 0.0606
H 1.4010 -0.0659 2.2372 -0.3 -0.3 -0.8 0.1034
H -0.1752 -0.1451 1.6983 -3.9 -1.1 1.2 0.0030
H 0.9289 -2.4965 -0.7284 0.6 -0.3 -1.1 0.0669
H 1.1217 -2.4252 0.9668 0.4 -0.7 1.2 0.0643
H -0.4758 -2.0754 0.1906 1.6 0.3 0.3 0.0964
H -1.1877 2.6437 1.2020 -1.7 -0.8 -0.8 0.0873
H -2.2399 2.1537 -0.2881 -0.3 0.0 0.6 -0.0173
H -1.2253 -0.6952 -4.4878 0.4 0.2 -0.8 -0.0086
H -0.7963 1.1821 -2.4646 -0.7 -0.6 1.1 -0.0912

---

Entry 7:
24
Properties=species:S:1:pos:R:3:forces:R:3:lowdin_charge:R:1 method="wB97M-V/def2-TZVPD" smiles=C[C@H](CS)C(C)(C)[NH3+] multiplicity=1 total_charge=+1 homo_ha=-0.4500 gap_ev=8.8 de_lowest_ev=0.036 lumo_energy_ev=-3.42
C -0.4149 -1.6043 1.0286 0.2 0.0 -0.1 -0.0777
C 0.7781 1.6053 -0.8886 -0.1 -0.1 0.0 -0.0221
C -1.3957 1.1208 0.2566 0.0 -0.1 -0.1 -0.0102
C 1.3494 0.2338 1.6843 -0.9 -2.1 -1.6 -0.4837
C 0.5280 -0.5647 0.4495 1.0 1.8 1.7 -0.3359
C -0.1684 0.5121 -0.4063 0.2 0.2 0.3 -0.5289
N -0.6667 -0.1832 -1.6742 -0.2 -0.2 -0.1 0.2375
S 2.3836 -0.9485 2.5937 0.1 0.3 -0.1 0.7554
H -1.0646 -2.0466 0.2703 -0.1 -0.1 0.0 0.0758
H -1.0412 -1.1852 1.8112 -0.1 0.0 0.1 0.0930
H 0.1627 -2.4196 1.4565 0.0 0.0 0.0 0.0751
H 0.3131 2.1984 -1.6720 -0.1 0.1 -0.1 0.0968
H 1.7109 1.1948 -1.2653 0.2 -0.1 -0.1 0.1034
H 1.0123 2.2887 -0.0803 0.0 0.0 0.1 0.0992
H -2.1718 0.3815 0.4354 -0.1 -0.1 0.0 0.0938
H -1.8080 1.9208 -0.3548 -0.1 0.1 -0.1 0.1001
H -1.1223 1.5539 1.2144 0.0 0.0 0.0 0.1022
H 2.0405 0.9428 1.2509 0.0 0.2 0.0 0.0490
H 0.6419 0.7072 2.3530 -0.1 0.2 0.0 0.0693
H 1.3121 -1.0466 -0.1371 0.1 0.0 -0.1 0.1311
H 0.1269 -0.4825 -2.2517 -0.2 0.0 0.1 0.1795
H -1.2537 0.4597 -2.2188 0.1 -0.2 0.0 0.1761
H -1.2235 -1.0080 -1.4143 0.1 0.2 -0.2 0.1572
H 1.4133 -1.4734 3.3398 -0.1 -0.1 0.1 -0.1361

---

Entry 8:
24
Properties=species:S:1:pos:R:3:forces:R:3:lowdin_charge:R:1 method="wB97M-V/def2-TZVPD" smiles=CC[C@@](C)(S)[C@@H](C)[NH3+] multiplicity=1 total_charge=+1 homo_ha=-0.5124 gap_ev=11.0 de_lowest_ev=1.969 lumo_energy_ev=-2.99
C 0.8678 -2.1465 -0.8011 2.0 -2.3 -1.6 -0.1180
C -1.9741 0.2478 -0.1845 0.0 3.8 -2.5 0.0086
C 0.4237 0.7380 1.8092 -0.6 -1.8 1.2 -0.0677
C 0.7558 -1.3816 0.4766 -3.5 -0.1 -1.2 -0.2863
C -0.4607 0.6485 -0.5930 -1.5 -4.5 0.5 -0.3341
C 0.6864 0.1103 0.4041 -1.8 1.6 -1.0 -0.7302
N -0.2632 2.0658 -0.5671 2.4 -2.2 -1.6 0.1525
S 2.1780 0.9143 -0.2737 1.8 0.3 1.3 0.9171
H -0.0233 -2.1146 -1.4871 1.1 0.2 0.4 0.0903
H 1.9061 -1.9687 -1.3014 -2.0 0.1 0.3 0.1045
H 1.0090 -3.2661 -0.5245 -0.6 1.8 -0.4 0.1178
H -2.0527 -0.2125 0.7377 -0.1 -0.8 2.0 0.0333
H -2.4342 -0.3994 -0.9461 0.3 0.3 0.2 0.0853
H -2.6213 1.2806 -0.1727 1.4 -2.6 0.1 0.1418
H -0.0117 1.7618 1.9052 0.8 -0.7 -0.2 0.0929
H -0.2735 0.0616 2.4742 1.2 1.1 -1.6 0.1405
H 1.4014 0.6330 2.2714 0.0 0.7 0.6 0.0787
H 1.5129 -1.7648 1.0622 1.4 -0.3 2.0 0.1023
H -0.2729 -1.6657 0.8319 1.1 0.0 0.5 0.1367
H -0.2939 0.1042 -1.5639 0.2 1.5 0.6 0.1506
H -0.4992 2.3358 0.3129 -0.8 1.8 3.0 0.0940
H -0.6275 2.5634 -1.2737 -2.6 2.3 -3.0 0.1298
H 0.7712 2.1352 -0.7592 0.3 0.4 0.8 0.0500
H 2.3475 0.4307 -1.4905 -0.4 -0.7 -0.5 -0.0904